Below is C13H25AsBr3F6O24S6 as an isolated structure in a non-equilibrium geometry, with properties calculated with ωB97M-V/def2-TZVPD.

Its max |F| is 4.53 eV Å⁻¹. The value obtained for the HOMO energy is -8.5 eV. As for the total energy: -15262.2313 hartree. Its lowest unoccupied orbital energy is 0.053 hartree. As for the charge: -1. For the orbital gap, the calculation gives 0.366 Eh. Its multiplicity is 1.

Last column: Löwdin charge in e.
Geometry (Å):
H 10.4391 -3.5894 8.9952  0.122
O 14.9814 -5.5296 1.2349  -0.225
O 14.8131 1.7823 7.8942  -0.269
Br 15.0758 -6.2892 7.7836  0.573
C 18.6008 -0.7291 9.7944  -0.207
O 9.6571 -5.4920 8.7889  -0.229
H 8.6540 -0.4118 4.3235  0.137
O 18.5864 -1.2066 7.5087  -0.220
C 13.5589 -0.8631 9.5764  -0.197
S 12.5413 -1.2226 11.8630  0.741
F 13.1395 -3.4316 7.4518  -0.265
H 15.9960 -3.0902 3.0347  0.106
O 14.3250 4.0787 7.0440  -0.249
S 14.3571 2.6305 6.7708  0.785
O 21.0287 -0.3331 7.0945  -0.249
H 12.9494 0.1821 5.0824  0.094
C 9.5675 -0.9445 4.0591  -0.169
F 14.1909 -2.1238 4.3026  -0.262
O 17.3313 -6.2916 0.4803  -0.240
O 12.1741 -0.5404 1.8041  -0.263
O 16.1497 -4.5616 -0.8690  -0.264
O 8.7903 -4.3350 6.8057  -0.218
O 13.4109 -1.8033 10.5987  -0.203
F 12.6474 -4.0309 4.9845  -0.297
H 18.2845 0.0542 10.4834  0.133
S 10.7882 -0.0265 1.9516  0.772
O 12.9567 -1.6363 13.2266  -0.259
O 9.6879 -1.2541 1.7642  -0.224
H 10.1646 -1.3791 4.8608  0.101
C 13.2772 1.2141 4.9569  -0.179
F 14.9437 -4.0352 5.9703  -0.315
O 8.8708 -6.9444 6.8315  -0.274
H 18.6330 -1.6664 10.3499  0.127
C 9.4274 -2.0096 2.9069  -0.154
C 14.7311 1.2627 4.7232  -0.276
O 19.8445 -0.3381 9.3686  -0.188
O 16.8865 -3.9977 1.5365  -0.220
O 13.0729 0.3078 11.6029  -0.188
H 10.5832 -3.1907 6.5252  0.092
S 16.4606 -5.1686 0.4274  0.737
O 12.9859 2.1041 6.0396  -0.168
H 8.4015 -2.3780 2.9077  0.131
F 14.7566 -1.6158 6.7555  -0.269
O 7.0518 -5.7636 8.0636  -0.253
H 12.8017 -0.9128 8.7938  0.123
H 14.9539 1.2385 3.6564  0.147
F 12.2301 -1.7444 5.8350  -0.294
H 15.2018 0.3045 4.9429  0.115
Br 16.1643 -5.7467 10.8432  0.520
H 17.3987 0.3074 8.2201  0.124
H 12.6947 1.4663 4.0708  0.122
C 17.7491 -0.6907 8.4832  -0.200
S 20.1899 -1.1664 7.9682  0.726
H 13.5067 1.3926 9.8189  0.113
H 10.7511 -4.9435 6.2760  0.110
O 15.2040 2.3455 5.3581  -0.152
H 15.3922 -4.0862 9.0588  -0.039
C 10.2166 -4.1711 6.8291  -0.189
H 14.7871 0.5357 10.5373  0.119
H 10.1400 -2.8311 2.8319  0.132
C 14.7626 -4.8561 2.4821  -0.151
O 10.3476 1.1560 1.1987  -0.250
H 14.6053 -5.6268 3.2367  0.123
H 16.8511 -1.3004 8.3834  0.104
H 16.7998 -4.5756 3.5115  0.125
C 16.1428 -4.1352 2.7616  -0.160
C 13.7116 0.4751 10.3705  -0.183
Br 17.7929 -4.5635 8.3156  0.572
O 11.1305 -1.4267 11.5555  -0.256
H 14.4339 -1.0743 8.9618  0.093
C 10.5770 -4.4514 8.3425  -0.146
O 10.3344 0.0906 3.5572  -0.231
H 11.5474 -4.9023 8.5502  0.113
S 8.4379 -5.7863 7.6342  0.774
O 20.5930 -2.5149 8.2145  -0.256
As 13.7091 -2.8201 5.8935  0.948
C 15.9738 -5.0070 9.0136  -1.463
H 13.9543 -4.1248 2.4812  0.111



Below is C13H25AsFeN2O3PS3 as an isolated structure, with properties calculated with ωB97M-V/def2-TZVPD.

Its max |F| is 0.80 eV Å⁻¹. The value obtained for the HOMO energy (alpha / beta) is -11.2 / -11.7 eV. As for the total energy: -5880.9327 hartree. Its lowest unoccupied orbital energy (alpha / beta) is -0.095 / -0.112 hartree. As for the charge: +1. For the orbital gap (alpha / beta), the calculation gives 0.316 / 0.317 Eh. Its multiplicity is 5.

Last column: natural (NBO) charge in e.
Geometry (Å):
C 2.7053 4.8798 1.0936  -0.064
H -2.2300 -1.3278 0.9038  0.203
H 1.1627 4.8019 2.5835  0.220
H 0.4202 -4.1909 2.3970  0.267
H 4.6028 2.4398 -0.9611  0.191
H 2.2369 -4.2947 -1.4031  0.266
P 2.1303 2.5834 -0.0575  1.733
As 0.1871 -3.9052 -0.0537  1.543
C 4.0837 2.9436 -1.7780  -0.065
H -2.1989 2.5041 -0.5640  0.224
S 2.5255 0.6717 0.3195  -0.608
C -2.8212 -0.5015 0.5349  0.077
H -3.3701 -3.0230 0.8745  0.380
N -4.3501 -2.9253 1.0576  -0.818
H -0.3341 -5.6310 1.6589  0.256
H 4.4808 3.9526 -1.8705  0.196
C 2.1399 5.2624 2.4368  -0.630
H 2.6112 -4.2688 0.3350  0.265
H 2.8037 4.9384 3.2377  0.223
N -2.1167 0.5754 0.1615  -0.583
C -4.1998 -0.5523 0.4829  -0.183
C -1.0253 -4.6288 -1.3450  -0.967
H -4.8831 -3.7260 1.3506  0.420
H -1.2962 -4.1557 1.9502  0.247
O 2.8676 3.4323 1.0421  -0.835
H 2.0275 6.3458 2.4924  0.226
C -0.3169 -4.5419 1.6786  -0.967
C -4.1688 1.6849 -0.3486  -0.243
O 2.6711 3.0849 -1.4513  -0.838
H 1.8506 -5.7163 -0.3891  0.254
H -5.9668 0.5390 0.0073  0.261
H 3.6461 2.6615 -3.8594  0.223
H 3.6959 5.3003 0.9341  0.198
O -6.2066 -1.6442 1.0785  -0.569
H -2.0224 -4.2349 -1.1637  0.252
H 2.0548 5.2050 0.2799  0.191
C -5.0145 -1.7465 0.9055  0.656
C 1.9163 -4.6295 -0.4195  -0.965
H -1.0271 -5.7157 -1.2759  0.255
H -4.6630 2.5781 -0.7025  0.245
C -2.7893 1.6487 -0.2722  0.079
Fe 0.0860 0.5109 0.0590  1.266
C -4.8855 0.5700 0.0358  -0.072
S 0.1572 2.9168 -0.1203  -0.672
H 5.2574 2.1209 -3.3628  0.226
H 3.8307 1.1566 -2.9408  0.218
H -0.6900 -4.3143 -2.3306  0.266
C 4.2092 2.1712 -3.0656  -0.629
S 0.2162 -1.8055 -0.1558  -0.819



Below is C13H25B3Br2F4NO5S as an isolated structure in a non-equilibrium geometry, with properties calculated with ωB97M-V/def2-TZVPD.

Its max |F| is 7.21 eV Å⁻¹. The value obtained for the HOMO energy is -12.1 eV. As for the total energy: -6961.4936 hartree. Its lowest unoccupied orbital energy is -0.126 hartree. The calculation puts the relative energy (zero: lowest compared OMol25 entry of this formula, charge and spin) at 0.00 kcal per mole. As for the charge: +1. For the orbital gap, the calculation gives 0.317 Eh. Its multiplicity is 1.

Last column: natural (NBO) charge in e.
Geometry (Å):
C -0.1952 -5.3755 -1.1941  -0.205
C 1.1689 6.6272 3.5130  0.286
Br 1.4219 8.0589 4.9011  0.043
H -1.8982 -1.6048 -1.2268  0.215
O -0.1554 1.9147 3.2108  -0.831
B -1.3945 5.0469 1.8037  1.166
C 0.0025 5.6777 4.0151  -0.476
H -1.2776 -4.4989 -3.4937  0.234
H 1.8674 -3.6001 -1.5738  0.224
H 1.7621 -6.7443 -3.6996  0.240
H -0.5676 -6.4770 -3.0196  0.212
F 3.6577 6.7574 3.7690  -0.330
H 0.8260 -4.5608 -4.2933  0.211
N -0.2218 -3.9334 -1.7242  -0.217
H -2.6145 4.8590 -1.3459  -0.078
S -0.5919 1.5303 1.8248  1.990
C 0.0289 -0.6814 -1.4915  -0.613
H 1.0543 -0.7748 -1.1275  0.215
C 1.5109 -4.6226 -3.4420  -0.427
H -2.1652 5.3077 3.8611  0.269
C 2.6019 5.8900 3.4159  0.597
C 1.1210 -3.6141 -2.3721  -0.214
H 1.0591 -2.6246 -2.8171  0.238
C 0.2071 -6.3910 -2.2521  -0.431
H 0.2807 -7.3780 -1.7878  0.252
C -1.3665 -3.7700 -2.6927  -0.417
H -1.1911 -5.5971 -0.8047  0.231
H 2.3403 -6.1334 -2.1571  0.210
F 0.4551 0.3845 1.1936  -0.484
O -1.2695 3.2651 -0.4573  -0.876
H 0.4881 -3.0481 0.0800  0.225
B -0.6891 3.1308 0.8342  0.938
C -0.4420 -3.0388 -0.4930  -0.200
O -0.1750 4.3261 1.4356  -0.870
H -1.2052 -3.5409 0.1085  0.227
F 0.9098 7.2946 2.3034  -0.347
Br 3.0149 5.2069 1.6116  0.042
H -1.7346 6.9083 3.1326  0.271
H 0.0074 -0.8711 -2.5667  0.195
C -1.3692 5.8359 3.2270  -0.788
O -2.5227 4.9917 0.9267  -0.879
H -2.2985 -3.9244 -2.1495  0.234
C 1.5371 -6.0391 -2.8964  -0.404
H 2.5006 -4.3641 -3.8275  0.251
H 0.2737 4.5725 4.0197  0.263
H -0.1835 5.9432 5.1066  0.258
H -0.2813 0.3565 -1.3563  0.234
H -1.0866 -1.1683 0.2460  0.257
H 0.5191 -5.3916 -0.3665  0.226
C -0.9188 -1.6095 -0.7407  -0.439
H -1.3260 -2.7685 -3.1193  0.234
F 2.6960 4.8291 4.3421  -0.335
O -2.0033 1.0266 1.9523  -0.839
B -2.1678 4.4046 -0.3455  1.014



Below is a 3-piece molecular cluster, C13H25BCl4OP overall in a non-equilibrium geometry, with properties calculated with ωB97M-V/def2-TZVPD.

Its max |F| is 4.54 eV Å⁻¹. The value obtained for the HOMO energy is -2.6 eV. As for the total energy: -2792.1472 hartree. Its lowest unoccupied orbital energy is 0.097 hartree. As for the charge: -1. For the orbital gap, the calculation gives 0.191 Eh. Its multiplicity is 1.

Last column: natural (NBO) charge in e.
Geometry (Å):
H -1.9541 -0.3407 -2.2327  0.248
H 4.8203 -3.7076 0.0336  0.241
C 5.5577 -4.8537 1.7300  -0.384
H 3.9211 2.3503 -1.1419  0.195
Cl 5.7893 -3.4183 2.7594  -0.061
C -0.5526 -0.1851 0.6779  -0.454
C 4.5618 -4.6018 0.6095  -0.400
H 6.5364 -5.1020 1.3088  0.209
H -2.7074 3.7246 -1.5510  0.224
C -4.2812 0.1098 -1.7681  -0.251
H -0.0509 -2.2614 -0.1178  0.195
H -6.5055 0.6321 -0.9156  0.224
H 5.2427 -5.6834 2.3706  0.214
C -4.8178 0.6652 0.9563  -0.244
C -5.3673 0.4935 -0.5975  -0.296
C 0.2642 -1.1389 -0.3747  -0.751
O 1.3814 1.1653 -2.0223  -0.944
C 3.4959 1.6679 -0.2907  -1.063
H -2.8875 2.7913 -0.0558  0.257
H 4.2843 0.9306 0.1779  0.254
Cl -4.4614 4.5958 1.5932  -0.070
H 2.9790 2.2488 0.5915  0.237
H -5.5662 0.9464 1.8151  0.220
H -3.9800 5.6519 -0.4643  0.213
C -3.2243 0.4280 1.3748  -0.266
Cl 2.8994 -4.4051 1.2188  -0.027
H 3.6093 -1.1219 -0.2036  -0.196
H -0.5472 -0.6870 1.7609  0.220
H 2.1802 -2.4821 0.1834  -0.200
Cl -1.3539 4.5747 0.1644  -0.070
H -2.8910 0.5658 2.5118  0.239
H 1.6846 2.0550 -2.3769  0.455
H 2.0886 -0.6096 1.1435  -0.225
H -4.5952 -0.0243 -2.9120  0.226
H 2.2229 -1.5759 -1.6070  -0.247
H -0.0035 -0.9843 -1.5031  0.208
H -4.9427 4.1779 -0.6631  0.224
H -0.1177 0.8917 0.8205  0.223
P 2.1667 -1.0730 -0.2272  0.444
C -2.6781 -0.0967 -1.3392  -0.245
C -4.0799 4.6092 -0.1469  -0.382
H 4.5488 -5.4551 -0.0751  0.211
C -2.1415 0.0349 0.2069  0.031
B 2.3032 0.6932 -0.9555  0.762
C -2.8308 3.8041 -0.4668  -0.397